Formula: C8H16O2
Source: the Open Molecules 2025 dataset
Level of theory: ωB97M-V with the def2-TZVPD basis set

CARTESIAN COORDINATES (ANGSTROEM)
O 3.610 0.278 0.487
O -2.331 3.005 1.308
C 0.155 2.047 -2.323
C -0.004 1.508 -1.093
C 0.363 -0.042 1.401
C 0.581 -2.926 0.971
C -0.024 -0.592 0.225
C -0.391 -2.072 0.147
C -0.596 0.209 -0.882
C -1.672 -0.158 -1.633
H -2.334 -1.027 -1.441
H 0.563 -0.710 2.215
H -1.799 3.263 0.561
H 0.507 -2.965 2.055
H 1.567 -2.771 0.579
H -2.244 0.486 -2.291
H 0.071 1.447 -3.222
H 3.441 0.690 1.332
H 0.303 2.055 -0.196
H 0.537 1.022 1.471
H -1.765 2.720 2.033
H 0.133 -3.929 0.767
H 2.768 -0.139 0.280
H -0.310 -2.462 -0.864
H 0.252 3.124 -2.486
H -1.383 -2.061 0.599

## Properties
ΔE to the lowest compared entry with this formula, charge and spin = 16.7 kcal/mol
electronic energy = -464.47708 hartree
highest occupied orbital energy (alpha / beta) = -14.62 / -14.06 eV
⟨S²⟩ = 0.778
multiplicity = 2
gap between HOMO and LUMO (alpha / beta) = 9.46 / 5.68 eV
charge = +1
M = 144.21 u

=====

Formula: C8H16O2
Source: the Open Molecules 2025 dataset
Level of theory: ωB97M-V with the def2-TZVPD basis set

CARTESIAN COORDINATES (ANGSTROEM)
O 1.434 -0.708 -0.370
O -0.911 -0.874 -0.410
C -0.246 2.735 -0.049
C 0.983 -1.346 0.897
C -2.276 -0.329 -0.724
C 0.255 0.078 -0.777
C -0.436 -0.808 1.071
C 1.956 -1.718 -1.311
C 0.371 1.406 0.295
C -0.346 0.680 1.458
H 1.557 -0.968 1.668
H 1.539 1.330 0.501
H -1.199 2.701 -0.755
H -0.571 3.157 1.035
H 1.346 -2.557 -1.349
H 0.403 3.372 -0.628
H 1.847 -1.287 -2.199
H -2.356 -0.671 -1.821
H -1.384 0.978 1.582
H -2.782 -0.898 0.031
H 0.974 -2.541 0.933
H -2.421 0.656 -0.462
H 0.133 0.526 2.453
H 2.884 -1.897 -0.844
H -1.111 -1.376 1.555
H 0.358 0.359 -1.779

## Properties
electronic energy = -463.74825 hartree
highest occupied orbital energy (alpha / beta) = -12.27 / -20.29 eV
⟨S²⟩ = 2.006
multiplicity = 3
gap between HOMO and LUMO (alpha / beta) = 5.17 / 5.59 eV
charge = +2
M = 144.21 u

=====

Formula: C8H16Si
Source: the Open Molecules 2025 dataset
Level of theory: ωB97M-V with the def2-TZVPD basis set

CARTESIAN COORDINATES (ANGSTROEM)
Si 2.162 0.410 0.286
C -3.724 0.521 -0.988
C 1.434 1.616 -0.978
C 2.490 -1.530 0.158
C -2.487 -2.181 1.141
C -1.618 0.333 0.554
C 3.769 1.061 0.994
C -2.406 -0.150 -0.710
C -2.191 -0.975 0.594
H 2.893 -1.754 1.100
H -4.341 0.649 -0.201
H 3.910 0.854 1.990
H 1.951 2.565 -1.130
H -4.361 -0.053 -1.648
H 1.382 1.215 -1.943
H -3.655 1.450 -1.548
H 0.417 1.762 -0.631
H 3.180 -1.905 -0.750
H -1.805 -0.451 -1.484
H 1.451 -2.102 0.039
H 4.640 0.759 0.447
H -1.979 -2.497 2.070
H -3.068 -2.989 0.559
H 3.770 2.131 1.000
H -1.814 1.261 1.078

## Properties
ΔE to the lowest compared entry with this formula, charge and spin = 190.5 kcal/mol
electronic energy = -603.61915 hartree
highest occupied orbital energy (alpha / beta) = -6.14 / -5.24 eV
gap between HOMO and LUMO (alpha / beta) = 4.73 / 2.89 eV
M = 140.30 u

=====

Formula: C8H17AlBrO2
Source: the Open Molecules 2025 dataset
Level of theory: ωB97M-V with the def2-TZVPD basis set

CARTESIAN COORDINATES (ANGSTROEM)
Br -1.488 -3.645 -1.783
Al -0.645 -1.820 -0.462
O 1.349 -2.393 1.605
O 1.039 -0.190 1.933
C -1.199 1.009 -0.599
C -0.696 -0.117 -1.518
C 0.681 0.219 -2.115
C 0.969 -1.338 2.318
C 0.431 -1.724 3.671
C -1.123 2.432 -1.201
C 1.241 -2.251 0.147
C -0.005 3.304 -0.608
H 1.343 0.650 -1.359
H 0.654 -0.946 4.398
H -1.575 -1.728 0.865
H 1.614 -3.201 -0.240
H -1.406 -0.228 -2.347
H 1.186 -0.673 -2.500
H 0.628 0.919 -2.958
H -1.019 2.377 -2.287
H 1.945 -1.478 -0.177
H -0.625 0.996 0.334
H 0.421 3.987 -1.347
H 0.796 2.689 -0.198
H -2.235 0.793 -0.329
H -0.650 -1.816 3.563
H 0.829 -2.683 3.996
H -2.076 2.937 -1.014
H -0.385 3.919 0.210

## Properties
electronic energy = -3282.08370 hartree
highest occupied orbital energy = -4.80 eV
gap between HOMO and LUMO = 8.20 eV
charge = -1
M = 252.11 u